(1)
100
Properties=species:S:1:pos:R:3 method="wB97M-V/def2-TZVPD" de_lowest_ev=0.467 s2=8.7650 total_charge=+1 total_energy_ev=-85564.278 gap_ev="8.049 / 7.936" spin_multiplicity=6
O 0.607 -2.404 -1.239
O -1.239 -1.787 -3.647
C 1.946 -2.511 -1.970
C 2.942 -3.273 -1.144
H 2.225 -1.477 -2.189
H 1.676 -3.001 -2.906
H 3.133 -2.790 -0.176
H 3.887 -3.319 -1.688
H 2.619 -4.303 -0.985
C -0.250 -3.654 -1.181
C -0.105 -4.457 -2.434
H -1.265 -3.279 -1.050
H 0.071 -4.190 -0.289
H -0.492 -3.905 -3.297
H -0.701 -5.372 -2.328
H 0.925 -4.776 -2.621
C -2.630 -1.643 -3.334
C -0.729 -1.135 -4.810
C -3.354 -2.947 -3.593
H -3.069 -0.808 -3.908
H -2.679 -1.396 -2.258
H -3.329 -3.202 -4.661
H -4.397 -2.840 -3.285
H -2.906 -3.773 -3.024
C -0.997 -1.948 -6.063
H 0.353 -1.041 -4.631
H -1.158 -0.120 -4.895
H -0.673 -2.991 -5.949
H -0.437 -1.501 -6.888
H -2.066 -1.934 -6.315
H 0.662 -1.807 -0.433
N 1.498 1.172 2.039
C 1.451 2.443 2.494
C 0.314 3.244 2.362
C -0.957 2.796 2.014
C 2.674 3.053 3.117
H 3.523 3.113 2.417
H 3.007 2.509 4.015
H 2.424 4.075 3.425
C -2.096 3.771 1.958
H -2.849 3.577 2.738
H -2.613 3.760 0.986
H -1.719 4.789 2.118
N -1.214 1.482 1.787
C 2.667 0.376 2.316
C 3.700 0.285 1.358
C 3.647 1.019 0.055
C 4.819 -0.499 1.646
H 5.607 -0.578 0.895
C 4.936 -1.144 2.877
H 5.814 -1.750 3.092
C 3.932 -1.007 3.838
H 4.019 -1.482 4.813
C 2.793 -0.245 3.573
C 1.738 -0.110 4.628
C -2.499 0.979 2.178
C -3.492 0.743 1.207
C -3.233 1.035 -0.239
C -4.758 0.326 1.619
H -5.526 0.174 0.859
C -5.036 0.127 2.968
H -6.023 -0.206 3.279
C -4.051 0.360 3.923
H -4.253 0.225 4.987
C -2.784 0.797 3.550
C -1.759 1.091 4.606
Fe 0.116 0.313 1.054
H 3.343 0.357 -0.773
H 4.642 1.412 -0.205
H 2.952 1.865 0.074
H 1.403 0.928 4.763
H 2.139 -0.448 5.594
H 0.856 -0.729 4.413
H -3.888 0.420 -0.872
H -2.193 0.830 -0.542
H -3.443 2.091 -0.486
H -0.813 0.554 4.439
H -2.146 0.777 5.585
H -1.521 2.164 4.673
H 0.415 4.294 2.630
C 0.280 0.400 -1.046
Si 0.404 2.036 -1.950
H 1.181 -0.142 -1.360
H -0.565 -0.177 -1.476
C 1.658 1.847 -3.344
C 0.994 3.514 -0.957
C -1.238 2.590 -2.668
H -1.815 1.760 -3.098
H -1.037 3.324 -3.464
H -1.849 3.085 -1.901
H 2.606 1.435 -2.977
H 1.865 2.846 -3.759
H 1.291 1.202 -4.151
H 1.827 3.315 -0.275
H 0.174 3.943 -0.367
H 1.333 4.277 -1.676
C -0.245 -1.447 1.830
H -0.659 -2.147 1.093
H -1.007 -1.340 2.620
H 0.669 -1.869 2.273

(2)
78
Properties=species:S:1:pos:R:3 method="wB97M-V/def2-TZVPD" total_charge=-1 total_energy_ev=-208055.922 gap_ev=6.724 spin_multiplicity=1
Au -2.707 1.178 -2.964
Se 0.214 0.038 3.755
P 0.644 -1.085 2.021
C 2.426 -1.158 1.612
C 2.849 -1.293 0.295
C 4.201 -1.408 0.009
C 5.134 -1.384 1.036
C 4.713 -1.252 2.352
C 3.362 -1.143 2.639
C 0.283 -2.864 2.244
C 0.590 -3.799 1.256
C 0.305 -5.137 1.465
C -0.271 -5.555 2.658
C -0.552 -4.631 3.650
C -0.275 -3.286 3.442
C -0.157 -0.623 0.488
C -0.268 0.527 -0.333
N -0.833 0.106 -1.484
N -1.049 -1.190 -1.393
N -0.648 -1.652 -0.233
P 0.096 2.282 -0.169
Se -0.466 3.453 -1.834
C 1.891 2.477 0.166
C 2.701 2.996 -0.840
C 4.062 3.158 -0.640
C 4.628 2.818 0.580
C 3.823 2.326 1.595
C 2.463 2.148 1.391
C -0.810 2.783 1.314
C -0.266 3.580 2.313
C -1.019 3.860 3.442
C -2.312 3.373 3.555
C -2.878 2.645 2.518
C -2.132 2.345 1.391
H 2.123 -1.293 -0.509
H 4.525 -1.520 -1.019
H 6.190 -1.468 0.810
H 5.440 -1.231 3.154
H 3.016 -1.019 3.660
H 1.025 -3.480 0.322
H 0.533 -5.862 0.693
H -0.500 -6.602 2.810
H -0.988 -4.952 4.587
H -0.495 -2.552 4.207
H 2.246 3.299 -1.775
H 4.674 3.561 -1.438
H 5.692 2.944 0.740
H 4.252 2.076 2.557
H 1.846 1.768 2.196
H 0.743 3.960 2.217
H -0.585 4.451 4.240
H -2.881 3.567 4.456
H -3.901 2.299 2.587
H -2.568 1.777 0.572
C -0.965 -1.743 -5.037
N 0.054 -0.762 -4.731
C 1.325 -1.018 -4.255
C 1.861 0.160 -3.874
N 0.914 1.127 -4.128
C -0.211 0.556 -4.595
S -1.638 1.352 -5.053
H -0.495 -2.669 -5.364
H -1.610 -1.346 -5.817
H -1.554 -1.926 -4.137
H 1.729 -2.014 -4.231
H 2.816 0.394 -3.438
H 0.901 2.076 -3.766
C -5.827 0.364 -0.041
C -4.939 0.117 -1.268
C -5.824 -0.129 -2.499
O -4.076 1.187 -1.408
H -6.421 -0.522 0.200
H -6.489 1.210 -0.236
H -5.195 0.613 0.813
H -4.380 -0.824 -1.086
H -6.524 0.700 -2.632
H -6.382 -1.063 -2.389
H -5.196 -0.191 -3.390

(3)
46
Properties=species:S:1:pos:R:3 method="wB97M-V/def2-TZVPD" de_lowest_ev=0.399 total_charge=+1 total_energy_ev=-32978.616 gap_ev=5.786 spin_multiplicity=1
C -4.551 2.214 1.631
C -3.379 3.094 2.031
C -2.068 2.546 1.468
C -0.802 3.353 1.802
C 0.483 2.797 1.201
C 1.184 1.805 1.768
H -5.488 2.598 2.035
H -4.648 2.168 0.544
H -4.418 1.195 2.000
H -3.534 4.112 1.659
H -3.315 3.155 3.122
H -1.935 1.523 1.842
H -2.172 2.493 0.376
H -0.941 4.378 1.421
H -0.682 3.369 2.897
H 0.795 3.279 0.266
H 2.119 1.424 1.361
H 0.866 1.416 2.742
F 3.376 -4.683 1.971
C 3.667 -3.362 1.704
C 4.806 -2.810 2.292
C 5.080 -1.479 1.960
F 6.205 -0.900 2.508
C 4.301 -0.735 1.086
C 3.123 -1.304 0.516
C 2.274 -0.543 -0.362
C 1.281 -1.120 -1.156
C 0.486 -0.473 -2.100
C -0.617 -1.079 -2.791
C -1.337 -0.355 -3.791
C -2.416 -0.942 -4.436
F -3.113 -0.211 -5.375
C -2.851 -2.246 -4.175
C -2.119 -2.952 -3.221
F -2.501 -4.247 -2.941
C -1.034 -2.419 -2.534
C 2.837 -2.665 0.834
H 5.437 -3.381 2.968
H 4.570 0.288 0.827
H 2.472 0.529 -0.453
H 1.129 -2.190 -1.053
H 0.708 0.568 -2.351
H -1.027 0.661 -4.031
H -3.705 -2.685 -4.683
H -0.510 -3.021 -1.794
H 1.962 -3.159 0.417

(4)
77
Properties=species:S:1:pos:R:3 method="wB97M-V/def2-TZVPD" de_lowest_ev=0.037 s2=0.7673 total_charge=-1 total_energy_ev=-76125.848 gap_ev="4.635 / 6.641" spin_multiplicity=2
Hg -0.413 0.343 0.510
C 0.274 3.566 -2.756
C -0.259 2.596 -1.893
N 0.444 2.046 -0.931
C 1.751 2.360 -0.745
C 2.364 3.325 -1.573
C 1.576 3.927 -2.582
C 3.725 3.670 -1.400
C 4.424 3.029 -0.420
C 3.844 2.057 0.410
C 2.498 1.674 0.321
N 1.813 0.797 1.078
C 2.277 -0.061 2.069
C 3.609 -0.453 2.297
C 3.935 -1.446 3.218
C 2.959 -2.091 3.945
C 1.608 -1.730 3.782
C 0.567 -2.375 4.501
C -0.755 -1.940 4.315
C -1.013 -0.947 3.407
N -0.047 -0.338 2.674
C 1.265 -0.699 2.861
H -0.345 3.971 -3.544
H -1.273 2.247 -2.033
H 2.041 4.664 -3.227
H 4.175 4.421 -2.036
H 5.469 3.273 -0.259
H 4.484 1.631 1.158
H 4.427 -0.009 1.764
H 4.979 -1.706 3.355
H 3.211 -2.878 4.646
H 0.817 -3.159 5.205
H -1.576 -2.381 4.868
H -2.027 -0.620 3.206
C -2.420 3.555 1.147
N -3.070 3.195 -0.097
C -3.561 4.067 -1.042
C -4.047 3.303 -2.051
N -3.841 1.984 -1.736
B -4.295 0.795 -2.690
N -3.079 -0.125 -2.920
C -2.917 -1.387 -2.385
C -1.780 -1.914 -2.876
N -1.237 -0.962 -3.722
C -0.017 -1.105 -4.478
C -2.054 0.124 -3.773
S -1.790 1.496 -4.733
C -3.259 1.924 -0.534
S -2.919 0.519 0.404
H -2.307 4.636 1.169
H -1.439 3.086 1.209
H -3.014 3.222 1.997
H -3.504 5.133 -0.920
H -4.485 3.580 -2.992
H -5.195 0.183 -2.159
H -4.620 1.319 -3.724
H -3.591 -1.764 -1.640
H -1.281 -2.843 -2.671
H 0.616 -1.839 -3.981
H 0.491 -0.143 -4.516
H -0.219 -1.423 -5.503
C -1.354 -4.819 2.202
N -0.310 -4.061 1.535
C 0.999 -4.361 1.710
C 1.973 -3.623 1.145
C 1.552 -2.491 0.379
N 0.285 -2.138 0.280
C -0.699 -2.872 0.889
O -1.872 -2.554 0.898
N 2.479 -1.763 -0.297
H -0.973 -5.814 2.426
H -2.219 -4.888 1.548
H -1.662 -4.319 3.121
H 1.208 -5.226 2.327
H 3.017 -3.848 1.294
H 3.406 -1.774 0.102
H 2.171 -0.826 -0.532

(5)
14
Properties=species:S:1:pos:R:3 method="wB97M-V/def2-TZVPD" de_lowest_ev=8.493 total_energy_ev=-38686.058 gap_ev=7.499 spin_multiplicity=1
C 1.376 -1.229 0.310
C 0.286 1.038 -2.359
C -0.850 -0.204 1.117
H 0.544 -2.570 0.989
H 2.494 -0.678 1.359
H 1.882 -1.190 -0.950
H -0.079 0.041 -2.380
H -1.588 1.958 0.850
H -2.698 0.676 1.679
N 0.176 -0.261 0.214
N -1.615 0.987 1.313
S 0.911 1.231 -0.474
S 0.276 1.847 -3.671
S -1.114 -1.646 2.004

(6)
84
Properties=species:S:1:pos:R:3 method="wB97M-V/def2-TZVPD" de_lowest_ev=0.000 total_charge=-2 total_energy_ev=-60098.230 gap_ev=2.086 spin_multiplicity=1
C 0.091 -0.989 -4.713
C -0.417 -1.960 -3.613
C -0.038 0.439 -4.158
C -1.186 0.350 -3.139
H -0.235 1.137 -4.978
H 0.903 0.717 -3.654
C -0.891 -1.051 -2.446
H 0.419 -2.612 -3.324
H -1.229 -2.607 -3.991
C 0.249 -0.954 -1.424
H -1.821 -1.432 -1.988
H -2.128 0.204 -3.709
C -1.372 1.508 -2.268
C 1.546 -1.172 -5.086
C -0.622 -1.111 -6.074
O -1.363 -0.220 -6.445
O 2.361 -1.879 -4.511
O 1.829 -0.435 -6.171
O -0.351 -2.154 -6.890
C 0.265 -3.413 -6.507
H 0.183 -3.638 -5.434
H 1.312 -3.397 -6.830
H -0.289 -4.146 -7.094
C 3.172 -0.527 -6.636
H 3.854 -0.042 -5.928
H 3.162 -0.002 -7.589
H 3.462 -1.573 -6.767
O -0.158 -0.365 -0.188
H 1.091 -0.380 -1.856
H 0.649 -1.976 -1.253
C -2.703 1.752 -1.698
C -0.317 2.516 -2.131
H 0.062 2.873 -3.102
H 0.551 2.129 -1.569
H -0.694 3.389 -1.582
H -2.641 2.081 -0.652
H -3.346 0.864 -1.744
H -3.213 2.566 -2.244
Al 0.136 -0.702 1.545
C -1.941 -1.997 3.257
C -2.368 -1.688 1.946
C -1.397 -2.207 1.034
H -3.330 -1.274 1.636
C -0.319 -2.785 1.818
C -0.764 -2.759 3.195
H -0.346 -3.352 4.012
H -2.463 -1.753 4.178
H -1.554 -2.416 -0.025
H 0.426 -3.456 1.394
C 2.876 0.674 1.986
C 2.638 -0.414 2.867
C 2.374 -1.579 2.074
H 2.718 -0.392 3.949
C 2.504 -1.202 0.693
C 2.799 0.191 0.648
H 3.039 0.755 -0.253
H 3.148 1.678 2.277
H 2.381 -2.603 2.439
H 2.608 -1.898 -0.133
C -0.137 2.565 1.056
Si -0.562 2.522 2.886
C 0.670 3.619 3.769
C -2.334 3.124 3.072
N -0.381 0.849 3.483
C -0.409 0.613 4.830
C 0.240 -0.536 5.403
C 0.169 -0.838 6.755
C -0.532 0.001 7.637
C -1.132 1.172 7.137
C -1.065 1.483 5.784
H -0.287 3.583 0.656
H -0.772 1.879 0.477
H 0.910 2.285 0.873
H 0.573 4.656 3.414
H 0.516 3.608 4.856
H 1.699 3.289 3.571
H -3.028 2.402 2.616
H -2.644 3.257 4.119
H -2.471 4.090 2.561
H 0.801 -1.217 4.761
H 0.655 -1.736 7.149
H -0.605 -0.238 8.698
H -1.649 1.841 7.830
H -1.535 2.414 5.456

(7)
10
Properties=species:S:1:pos:R:3 method="wB97M-V/def2-TZVPD" de_lowest_ev=4.099 total_charge=+1 total_energy_ev=-9106.456 gap_ev=7.259 spin_multiplicity=1
C -0.706 -0.903 0.275
C -0.640 -0.667 -1.225
C 0.833 0.692 1.270
N 2.676 2.000 1.917
N 0.090 -0.146 0.887
N -1.083 0.139 -1.987
N 1.850 1.306 1.544
H -1.217 -1.845 0.707
H -0.081 -1.449 -1.697
H -1.722 0.874 -1.691

(8)
68
Properties=species:S:1:pos:R:3 method="wB97M-V/def2-TZVPD" de_lowest_ev=0.441 total_energy_ev=-58578.016 gap_ev=8.007 spin_multiplicity=1
C 2.139 5.748 -4.322
C 0.752 5.447 -3.772
H 0.592 5.943 -2.812
H -0.013 5.765 -4.488
O 0.583 4.058 -3.497
C 0.295 3.281 -4.570
O 0.097 3.712 -5.682
N 0.276 1.965 -4.255
C 0.345 1.440 -2.911
H 0.653 2.229 -2.228
H 1.071 0.622 -2.885
C -1.028 0.883 -2.509
N -1.463 -0.085 -3.486
C -1.719 -1.391 -3.276
O -2.177 -2.118 -4.141
C -1.446 -1.950 -1.909
C -2.444 -2.632 -1.296
N -2.281 -3.280 -0.120
C -1.063 -3.339 0.501
C -0.908 -4.026 1.711
C 0.322 -4.066 2.325
C 1.409 -3.436 1.732
C 1.280 -2.770 0.539
C 0.038 -2.702 -0.096
C -0.093 -1.956 -1.362
O 0.863 -1.401 -1.885
H 2.131 -2.300 0.069
S 2.974 -3.345 2.607
O 2.882 -4.152 3.785
O 4.067 -3.583 1.717
N 3.015 -1.709 3.032
C 1.801 -1.192 3.509
C 1.243 -0.016 3.024
C 0.032 0.454 3.508
C -0.655 -0.252 4.486
C -0.091 -1.430 4.982
C 1.118 -1.887 4.509
H 1.555 -2.786 4.909
H -0.620 -1.965 5.754
O -1.856 0.105 5.020
C -2.442 1.331 4.628
C -3.719 1.510 5.435
H -4.201 2.444 5.162
H -3.487 1.524 6.496
H -4.400 0.686 5.241
H -1.749 2.160 4.826
H -2.671 1.314 3.553
H -0.361 1.374 3.106
H 1.745 0.558 2.262
C 3.880 -0.871 2.237
H 4.153 0.012 2.816
H 4.771 -1.453 2.018
H 3.423 -0.561 1.291
H 0.472 -4.584 3.258
H -1.761 -4.517 2.156
H -3.060 -3.767 0.301
H -3.430 -2.675 -1.738
C -1.543 0.454 -4.829
H -1.859 -0.349 -5.496
C -0.171 0.999 -5.235
H -0.223 1.494 -6.205
H 0.552 0.178 -5.273
H -2.283 1.262 -4.852
H -0.976 0.429 -1.520
H -1.759 1.702 -2.486
H 2.903 5.388 -3.636
H 2.254 6.820 -4.454
H 2.266 5.258 -5.283